[1]
DFT (ωB97M-V with the def2-TZVPD basis set) results for a 2-piece molecular cluster, C8H14O overall in a non-equilibrium geometry.

```
! RIJCOSX wB97M-V def2-TZVPD def2/J DEFGRID3
* xyz 0 1
C 0.58 0.29 2.97
C 0.50 0.56 1.48
C 1.83 0.49 0.69
C 1.33 -0.74 -0.09
C -0.03 -0.61 0.66
O -0.94 -1.38 0.80
H -0.43 0.18 3.38
H 1.13 -0.63 3.17
H 1.07 1.11 3.49
H -0.07 1.47 1.29
H 2.70 0.30 1.32
H 2.03 1.36 0.07
H 1.84 -1.68 0.13
H 1.28 -0.62 -1.17
C -1.49 1.12 -1.23
C -1.05 0.34 -2.22
C -1.55 -1.04 -2.49
H -1.13 2.13 -1.11
H -2.30 0.81 -0.60
H -0.27 0.69 -2.89
H -2.22 -1.36 -1.69
H -2.08 -1.07 -3.44
H -0.73 -1.74 -2.55
*
```

Summary:
- Total energy: -388.40409 Ha
- Max |F|: 1.8 eV Å⁻¹
- Energy relative to the best compared isomer or geometry (same formula, charge and spin): 23.76 kcal/mol

[2]
DFT (ωB97M-V with the def2-TZVPD basis set) results for one molecule with the formula C8H14O2 in a non-equilibrium geometry.

```
! RIJCOSX wB97M-V def2-TZVPD def2/J DEFGRID3
* xyz 0 1
C -0.50 2.34 0.10
C -0.15 1.07 -0.13
C 1.20 0.87 -1.06
C 2.10 -0.30 -1.43
C -0.73 -0.20 0.46
C -1.58 -0.97 -0.58
C -1.59 0.02 1.72
C 0.55 -0.95 0.95
O 1.27 -0.62 1.88
O 0.60 -2.24 0.52
H -0.04 3.16 -0.45
H -1.32 2.60 0.75
H 1.88 1.66 -0.71
H 0.82 1.24 -2.03
H 2.70 -0.04 -2.31
H 2.81 -0.52 -0.62
H 1.52 -1.18 -1.70
H -2.64 -0.66 -0.51
H -1.22 -0.81 -1.59
H -1.59 -2.05 -0.40
H -2.51 0.58 1.48
H -1.06 0.58 2.49
H -1.88 -0.95 2.15
H 1.35 -2.62 1.03
*
```

Summary:
- Total energy: -463.67186 Ha
- Max |F|: 3.1 eV Å⁻¹
- Energy relative to the best compared isomer or geometry (same formula, charge and spin): 21.34 kcal/mol

[3]
DFT (ωB97M-V with the def2-TZVPD basis set) results for one molecule with the formula C8H14O5S in a non-equilibrium geometry.

```
! RIJCOSX wB97M-V def2-TZVPD def2/J DEFGRID3
* xyz 0 1
O -0.90 2.56 1.18
C -1.17 1.60 1.89
O -0.66 1.49 3.17
C -2.09 0.48 1.50
C -1.41 -0.77 0.87
C 0.04 -1.09 1.29
C 1.06 -0.91 0.17
C 1.37 0.53 -0.24
C 0.50 1.12 -1.34
C 0.30 0.25 -2.58
O 1.45 -0.51 -2.97
S 1.86 -1.82 -2.06
O 1.52 -2.95 -2.88
O 0.65 -1.74 -0.94
H 0.30 1.46 3.10
H -2.72 0.19 2.33
H -2.76 0.90 0.75
H -1.49 -0.75 -0.21
H -2.02 -1.61 1.19
H 0.36 -0.58 2.19
H 0.07 -2.15 1.52
H 1.99 -1.34 0.55
H 1.33 1.16 0.64
H 2.41 0.55 -0.57
H -0.49 1.39 -0.98
H 0.98 2.04 -1.65
H 0.10 0.91 -3.42
H -0.57 -0.38 -2.49
*
```

Summary:
- Total energy: -1087.59087 Ha
- Max |F|: 2.1 eV Å⁻¹
- Energy relative to the best compared isomer or geometry (same formula, charge and spin): 0.00 kcal/mol

[4]
DFT (ωB97M-V with the def2-TZVPD basis set) results for C8H14OPTc as an isolated structure in a non-equilibrium geometry.

```
! RIJCOSX wB97M-V def2-TZVPD def2/J DEFGRID3
* xyz 1 4
C 0.91 -0.10 -1.31
C 2.38 -0.30 -1.21
C 2.96 0.56 -0.26
C 1.97 1.43 0.25
C 0.63 1.09 -0.28
Tc -0.59 -0.68 0.10
P -2.23 -1.53 -1.19
H 0.48 -0.08 -2.31
H 2.89 -1.02 -1.83
H 4.02 0.56 0.04
H -0.02 1.92 -0.53
H 2.11 2.24 0.95
H -2.94 -2.66 -0.72
H -1.88 -2.08 -2.45
H -3.37 -0.78 -1.61
C -1.98 1.29 3.61
C -1.72 0.11 2.74
C -2.12 -1.27 3.09
O -1.19 0.33 1.60
H -2.56 1.00 4.49
H -2.52 2.05 3.04
H -1.03 1.74 3.93
H -2.68 -1.74 2.26
H -1.25 -1.91 3.29
H -2.75 -1.27 3.98
*
```

Summary:
- Total energy: -810.18821 Ha
- Max |F|: 5.0 eV Å⁻¹

[5]
DFT (ωB97M-V with the def2-TZVPD basis set) results for one molecule with the formula C8H14S in a non-equilibrium geometry.

```
! RIJCOSX wB97M-V def2-TZVPD def2/J DEFGRID3
* xyz 0 1
C -0.92 -1.73 -0.42
C -0.55 0.50 0.52
C -1.54 -0.57 0.54
C 0.52 0.53 -0.61
C 1.42 -0.55 -0.06
C -2.88 0.07 0.00
C 1.20 1.90 -0.69
C 2.68 -0.46 0.74
S 0.74 -2.18 -0.07
H -1.58 -2.57 -0.38
H -0.92 -1.17 -1.43
H -0.30 1.06 1.45
H -1.81 -1.09 1.55
H 0.21 0.19 -1.56
H -2.73 0.67 -0.82
H -3.30 0.83 0.71
H -3.68 -0.80 -0.21
H 1.90 1.95 0.20
H 0.52 2.81 -0.70
H 1.92 2.02 -1.54
H 3.42 -0.24 -0.07
H 3.00 -1.40 1.33
H 2.69 0.26 1.52
*
```

Summary:
- Total energy: -711.26051 Ha
- Max |F|: 3.9 eV Å⁻¹
- Energy relative to the best compared isomer or geometry (same formula, charge and spin): 70.91 kcal/mol

[6]
DFT (ωB97M-V with the def2-TZVPD basis set) results for C8H15AlBrCuO4S2 as an isolated structure.

```
! RIJCOSX wB97M-V def2-TZVPD def2/J DEFGRID3
* xyz 1 2
C 0.78 -3.60 1.45
C -0.31 -3.06 0.58
O -1.33 -2.54 0.99
O -0.06 -3.20 -0.73
C -0.77 -2.32 -1.58
C -0.10 -0.94 -1.63
O 0.87 -0.72 -0.63
Al 1.26 1.05 -0.68
S 2.87 1.50 -2.17
C 1.38 2.00 1.01
C 0.25 3.05 1.19
C -0.70 2.71 2.35
Br -2.56 2.59 1.74
O -0.37 1.41 -1.59
C -1.09 0.23 -1.42
S -1.53 0.07 0.42
H 0.39 -4.43 2.05
H 1.61 -3.97 0.84
H 1.13 -2.79 2.10
H -1.81 -2.21 -1.24
H -0.82 -2.78 -2.57
H 0.41 -0.78 -2.61
H 2.32 1.06 -3.32
H 1.39 1.29 1.85
H 2.35 2.51 1.07
H -0.36 3.11 0.28
H 0.64 4.05 1.35
H -0.49 1.74 2.81
H -0.71 3.46 3.14
H -2.06 0.17 -1.92
H -2.77 -0.42 0.27
Cu 0.18 1.77 -3.43
*
```

Summary:
- Total energy: -5867.87431 Ha
- Max |F|: 0.9 eV Å⁻¹

[7]
DFT (ωB97M-V with the def2-TZVPD basis set) results for one molecule with the formula C8H15Br in a non-equilibrium geometry.

```
! RIJCOSX wB97M-V def2-TZVPD def2/J DEFGRID3
* xyz 0 1
C -0.88 -1.21 3.27
C -0.73 -0.20 2.05
C -1.78 0.15 1.24
C -1.64 1.23 0.22
C -0.90 0.81 -1.06
C 0.56 0.31 -0.85
C 1.34 0.21 -2.17
C 2.63 -0.59 -1.95
Br 0.24 -0.65 -3.64
H -0.07 -0.95 3.91
H -1.85 -1.16 3.76
H -0.68 -2.28 2.99
H 0.22 0.27 1.95
H -2.81 -0.24 1.42
H -2.55 1.68 0.05
H -1.02 1.97 0.67
H -0.81 1.58 -1.82
H -1.46 -0.06 -1.46
H 1.15 0.96 -0.16
H 0.53 -0.68 -0.33
H 1.64 1.14 -2.54
H 3.19 -0.93 -2.95
H 2.46 -1.44 -1.30
H 3.20 0.08 -1.28
*
```

Summary:
- Total energy: -2887.78448 Ha
- Max |F|: 3.6 eV Å⁻¹
- Energy relative to the best compared isomer or geometry (same formula, charge and spin): 18.18 kcal/mol

[8]
DFT (ωB97M-V with the def2-TZVPD basis set) results for C8H15Cl2NO2PV as an isolated structure in a non-equilibrium geometry.

```
! RIJCOSX wB97M-V def2-TZVPD def2/J DEFGRID3
* xyz 2 3
C 0.79 -4.00 -1.46
C 0.59 -3.00 -0.36
H -0.18 -4.44 -1.71
H 1.49 -4.77 -1.13
H 1.20 -3.51 -2.35
O -0.48 -2.59 0.06
Cl 2.09 -2.49 0.31
V -0.35 1.89 0.25
P -0.07 1.19 -1.90
C -1.57 1.59 -2.86
C 1.20 2.42 -2.40
H 1.42 -0.70 -2.20
H 0.60 -0.26 -3.72
H -0.30 -1.13 -2.45
C 0.47 -0.37 -2.64
H 2.15 2.18 -1.91
H 1.32 2.38 -3.49
H -1.32 1.61 -3.93
H -1.97 2.56 -2.55
H 0.89 3.43 -2.11
H -2.32 0.81 -2.67
C -2.13 1.40 0.24
O -3.25 1.06 0.22
Cl -0.24 4.03 0.37
C -0.02 -0.05 4.26
C -0.02 0.46 2.91
N 0.01 0.87 1.83
H 0.86 -0.70 4.39
H -0.92 -0.65 4.42
H 0.02 0.76 5.00
*
```

Summary:
- Total energy: -2724.21581 Ha
- Max |F|: 10.1 eV Å⁻¹